Record 1
Entry from the Open Molecules 2025 dataset: a structure of composition C37H39N2O3Os (ωB97M-V/def2-TZVPD).

Results
E_HOMO (spin up / spin down) = -8.502 / -11.015 eV
Kohn-Sham gap (spin up / spin down) = 6.238 / 5.189 eV

ORCA input file:
```
! RIJCOSX wB97M-V def2-TZVPD def2/J DEFGRID3
* xyz 1 5
C 1.894 -0.409 0.128
C 2.160 -1.048 -1.108
C 1.901 -0.115 -2.135
H 2.495 -2.067 -1.264
C 1.442 1.082 -1.540
C 1.457 0.905 -0.145
H 1.160 1.989 -2.056
C -1.263 -1.940 1.010
C -0.119 -2.514 0.402
C -0.351 -2.597 -1.016
H 0.752 -2.916 0.916
C -1.615 -1.950 -1.260
C -2.172 -1.563 0.002
H 2.027 -0.286 -3.197
H 1.180 1.659 0.579
H 2.012 -0.835 1.116
H -3.157 -1.109 0.114
H 0.221 -3.159 -1.750
H -1.445 -1.867 2.082
Os 0.179 -0.480 -1.035
C -2.178 -1.581 -2.598
C -3.691 -1.790 -2.582
C -1.503 -2.432 -3.686
H -3.918 -2.822 -2.286
H -4.085 -1.602 -3.583
H -4.166 -1.099 -1.878
H -1.613 -3.499 -3.450
H -0.433 -2.202 -3.778
H -1.980 -2.237 -4.651
C -1.783 -0.056 -2.766
C -2.195 0.516 -4.091
H -0.674 0.054 -2.823
H -2.208 0.554 -1.947
O -3.014 -0.155 -4.699
N -1.697 1.650 -4.672
C -0.495 2.431 -4.404
H -2.205 1.910 -5.511
C 0.798 1.813 -4.926
C 2.004 2.467 -4.646
H 1.966 3.448 -4.163
C 3.222 1.862 -4.954
H 4.152 2.360 -4.677
C 3.239 0.627 -5.614
H 4.191 0.150 -5.852
C 2.037 0.019 -5.986
H 2.033 -0.928 -6.528
C 0.812 0.628 -5.670
H -0.130 0.182 -6.000
H -0.412 2.628 -3.321
H -0.639 3.404 -4.898
C 3.903 0.932 4.430
C 2.866 -0.141 4.214
C 3.291 -1.393 3.772
C 2.379 -2.422 3.531
C 1.028 -2.186 3.735
C 0.573 -0.923 4.161
N -0.803 -0.797 4.297
C -1.650 0.313 4.533
C -2.280 0.434 5.781
C -3.126 1.510 6.038
C -3.412 2.436 5.025
C -2.853 2.269 3.755
C -1.963 1.226 3.511
C -1.289 1.104 2.155
O -2.026 1.059 1.136
O -0.027 1.076 2.211
C 1.504 0.108 4.443
C 1.050 1.434 4.945
H 3.755 1.784 3.753
H 3.899 1.312 5.459
H 4.900 0.525 4.233
H 4.360 -1.557 3.628
H 2.718 -3.405 3.202
H 0.290 -2.975 3.565
H -1.291 -1.687 4.382
H -2.064 -0.317 6.545
H -3.566 1.618 7.030
H -4.075 3.280 5.217
H -3.085 2.941 2.927
H 0.480 1.941 4.157
H 0.419 1.350 5.836
H 1.901 2.071 5.189
*
```

Record 2
Entry from the Open Molecules 2025 dataset: a cluster of 2 separate species, C4H13NO2 in total (ωB97M-V/def2-TZVPD).

Results
E_HOMO = -8.980 eV
Kohn-Sham gap = 9.862 eV

ORCA input file:
```
! RIJCOSX wB97M-V def2-TZVPD def2/J DEFGRID3
* xyz 0 1
N 0.000 0.771 1.260
C -0.209 1.193 -0.114
C 0.804 0.701 -1.185
C 1.430 -0.672 -0.942
C 1.080 -1.771 -1.932
O -0.342 -1.962 -1.970
H 0.959 0.829 1.542
H -0.362 -0.147 1.446
H -1.165 0.794 -0.431
H -0.239 2.279 -0.110
H 1.612 1.430 -1.271
H 0.267 0.600 -2.112
H 1.202 -1.121 0.027
H 2.524 -0.591 -0.858
H 1.616 -2.675 -1.630
H 1.321 -1.539 -2.969
H -0.655 -2.514 -1.239
O -3.459 1.293 3.858
H -2.989 0.861 4.575
H -3.397 2.240 4.053
*
```

Here are the calculated ΔE to the lowest compared entry with this formula, charge and spin numbers, same order: 0.0 96.1 (kJ/mol).
Here are the calculated F_max numbers, same order: 7.2 1.1 (eV/Å).